Entry 1:
The following is a quantum chemistry calculation of a structure of composition C21H40As3CaN4S, from the Open Molecules 2025 dataset.

## Properties
* frontier orbital gap: 7.242 eV
* energy above the lowest of the compared OMol25 structures with the same formula, charge and spin: 0.010 eV
* net charge: +1

XYZ file:
```
70
C21H40As3CaN4S, DFT ωB97M-V/def2-TZVPD
Ca 0.09 0.18 -0.39
C -5.90 -0.88 -0.36
C -5.44 0.57 -0.29
N -4.42 0.79 0.72
C -3.10 0.61 0.59
S -2.50 0.11 -0.97
N -2.42 0.82 1.72
N -1.08 0.68 1.64
C -0.43 0.83 2.75
C -1.07 1.16 4.06
C 1.04 0.63 2.68
C 1.80 0.53 3.85
C 3.16 0.30 3.76
C 3.75 0.17 2.51
C 2.93 0.28 1.40
N 1.62 0.50 1.47
H -6.67 -0.99 -1.12
H -6.31 -1.21 0.60
H -5.06 -1.53 -0.62
H -6.28 1.22 -0.04
H -5.05 0.90 -1.25
H -4.71 1.05 1.65
H -2.06 1.56 3.89
H -0.47 1.90 4.61
H -1.16 0.27 4.69
H 1.32 0.62 4.81
H 3.76 0.22 4.66
H 4.81 0.00 2.39
H 3.35 0.18 0.40
C 1.50 -0.84 -4.60
As 1.94 -0.60 -2.73
C 3.42 0.65 -2.95
C 3.05 -2.18 -2.35
C 2.41 -3.55 -2.04
C 1.13 -3.74 -2.87
C 2.09 -3.72 -0.55
As 0.58 -2.72 0.22
C -0.89 -3.97 -0.01
C 0.99 -3.06 2.09
C 3.39 -4.66 -2.48
As 5.17 -5.06 -1.68
C 4.63 -5.87 0.03
C 5.82 -3.36 -0.94
H 0.63 -1.49 -4.72
H 2.36 -1.27 -5.12
H 1.27 0.13 -5.03
H 4.14 0.26 -3.67
H 3.93 0.82 -2.01
H 3.04 1.61 -3.32
H 3.71 -1.88 -1.53
H 3.69 -2.27 -3.23
H 0.38 -2.97 -2.66
H 0.68 -4.71 -2.66
H 1.35 -3.71 -3.94
H 2.96 -3.45 0.05
H 1.88 -4.77 -0.34
H -0.57 -4.97 0.28
H -1.24 -3.97 -1.03
H -1.71 -3.65 0.64
H 1.16 -4.12 2.25
H 0.15 -2.73 2.70
H 1.87 -2.49 2.39
H 3.60 -4.53 -3.54
H 2.88 -5.63 -2.40
H 3.95 -6.70 -0.16
H 4.17 -5.17 0.72
H 5.53 -6.28 0.49
H 6.04 -2.65 -1.74
H 6.75 -3.59 -0.43
H 5.14 -2.90 -0.23
```

natural (NBO) population analysis, charges in e, atoms 1 to 2: 1.6787, -0.6181

Entry 2:
The following is a quantum chemistry calculation of a structure of composition C37H26F4N11O2OsS4, from the Open Molecules 2025 dataset.

## Properties
* frontier orbital gap (spin up / spin down): 4.466 / 4.470 eV
* energy above the lowest of the compared OMol25 structures with the same formula, charge and spin: 0.639 eV
* net charge: +1

XYZ file:
```
85
C37H26F4N11O2OsS4, DFT ωB97M-V/def2-TZVPD
Os 2.14 -0.61 0.74
C 4.22 1.69 5.65
C 4.42 0.23 5.28
N 4.96 0.06 3.94
C 4.26 -0.11 2.81
S 2.49 -0.22 2.95
N 4.93 -0.16 1.68
N 4.14 -0.34 0.58
C 4.68 -0.30 -0.60
C 6.13 -0.07 -0.84
C 3.74 -0.49 -1.72
C 4.15 -0.51 -3.03
C 3.21 -0.74 -4.04
C 1.89 -0.94 -3.69
C 1.54 -0.88 -2.35
N 2.43 -0.66 -1.39
H 3.85 1.78 6.68
H 3.50 2.17 4.99
H 5.16 2.24 5.59
H 3.47 -0.31 5.34
H 5.10 -0.26 5.97
H 5.95 0.20 3.80
H 6.66 0.03 0.10
H 6.27 0.85 -1.42
H 6.55 -0.90 -1.41
H 5.19 -0.35 -3.28
H 3.52 -0.76 -5.07
H 1.12 -1.10 -4.43
H 0.50 -0.96 -2.05
N -4.97 5.11 -0.17
C -3.96 4.37 -0.70
C -2.79 4.98 -1.17
C -1.77 4.23 -1.72
C -1.89 2.85 -1.80
C -3.05 2.23 -1.36
C -4.07 2.97 -0.81
S -0.60 1.87 -2.48
O -1.19 0.71 -3.09
O 0.24 2.74 -3.28
N 0.22 1.32 -1.20
C 1.22 1.99 -0.68
S 1.74 3.61 -1.09
C 2.85 3.59 0.24
C 2.83 2.41 0.87
N 1.95 1.47 0.34
H -4.89 6.10 -0.08
H -5.81 4.68 0.17
H -2.69 6.06 -1.11
H -0.88 4.72 -2.10
H -3.15 1.16 -1.49
H -4.99 2.49 -0.48
H 3.44 4.45 0.50
H 3.42 2.14 1.73
F -5.08 0.26 2.08
C -4.82 -0.36 0.94
C -5.84 -0.69 0.13
F -7.07 -0.38 0.50
C -5.65 -1.35 -1.15
C -4.26 -1.66 -1.46
C -3.25 -1.31 -0.65
F -2.01 -1.61 -1.02
C -3.44 -0.64 0.61
C -2.40 -0.31 1.43
C -1.03 -0.52 1.10
N 0.09 -0.67 0.93
C -2.54 0.33 2.71
N -2.56 0.86 3.73
F -3.99 -2.29 -2.59
C -6.67 -1.64 -1.99
C -6.50 -2.25 -3.28
N -6.37 -2.77 -4.30
C -8.05 -1.36 -1.70
N -9.17 -1.19 -1.50
S 2.60 -2.76 0.74
C 1.23 -3.86 0.58
C 1.35 -5.09 1.23
C 0.33 -6.02 1.14
C -0.80 -5.74 0.38
C -0.91 -4.53 -0.29
C 0.10 -3.59 -0.19
H 2.24 -5.30 1.80
H 0.42 -6.96 1.65
H -1.59 -6.48 0.30
H -1.77 -4.33 -0.91
H 0.02 -2.65 -0.72
```

Mulliken population analysis, charges in e, atoms 1 to 2: 1.2962, -0.9466

Entry 3:
The following is a quantum chemistry calculation of the ion C5H13N4S with charge +1 at a distorted geometry, from the Open Molecules 2025 dataset.

## Properties
* frontier orbital gap: 6.692 eV
* energy above the lowest of the compared OMol25 structures with the same formula, charge and spin: 1.911 eV
* net charge: +1
* SMILES: C=[NH+]C(=S)N(N)NCCC

XYZ file:
```
23
C5H13N4S, DFT ωB97M-V/def2-TZVPD
C 2.19 2.27 -1.40
C 0.31 0.88 -2.19
C 0.11 -1.63 2.97
C -0.42 -0.42 2.15
C -0.36 -0.67 0.71
N 1.10 1.58 -1.25
N -1.36 -0.85 -2.31
N -0.69 0.10 -1.50
N -1.03 0.32 -0.22
S 0.61 0.82 -3.79
H 2.72 2.66 -0.59
H 2.53 2.47 -2.48
H 0.52 -1.25 3.90
H -0.79 -2.21 3.34
H 0.89 -2.24 2.60
H 0.40 0.34 2.34
H -1.40 -0.08 2.58
H 0.61 -0.85 0.45
H -0.94 -1.62 0.57
H -2.40 -0.76 -2.20
H -1.13 -0.63 -3.29
H 0.59 1.33 -0.35
H -2.04 0.44 -0.05
```

natural (NBO) population analysis, charges in e, atoms 1 to 2: 0.1573, 0.1230

Entry 4:
The following is a quantum chemistry calculation of a cluster of 2 separate species, C5H11O3 in total at a distorted geometry, from the Open Molecules 2025 dataset.

## Properties
* frontier orbital gap: 8.322 eV
* energy above the lowest of the compared OMol25 structures with the same formula, charge and spin: 1.324 eV
* net charge: -1

XYZ file:
```
19
C5H11O3, DFT ωB97M-V/def2-TZVPD
C -1.13 1.60 -0.74
C -0.78 0.90 -2.15
C -2.34 2.53 -0.87
O -1.57 0.62 0.13
H -0.20 2.13 -0.39
H -1.55 0.41 -2.67
H -3.27 1.92 -0.79
H -2.43 3.14 -0.02
H -2.37 3.08 -1.79
H -0.66 0.12 0.34
H 0.01 0.11 -2.12
H -0.23 1.77 -2.67
C 1.58 -1.71 2.36
C 1.60 -1.53 0.82
O 0.71 -0.76 0.46
O 2.39 -2.14 0.13
H 2.60 -1.49 2.62
H 1.40 -2.69 2.56
H 0.87 -1.03 2.68
```

natural (NBO) population analysis, charges in e, atoms 1 to 2: 0.1177, -0.6502